Below is a structure of composition C51H112N4O25S6, with properties calculated with ωB97M-V with the def2-TZVPD basis set.

- calculated total energy (hartree) = -6499.1656
- frontier orbital gap (eV) = 8.55
- F_max (eV/Å) = 3.95
- HOMO energy (eV) = -8.2820
- LUMO energy (eV) = 0.270

Cartesian coordinates (Å):
C 2.657 1.901 -2.336
C 3.753 1.509 -1.388
O 4.558 2.639 -1.320
S 4.862 3.046 -2.853
O 5.804 2.170 -3.387
O 5.086 4.444 -2.878
O 3.421 2.672 -3.373
H 1.922 2.621 -1.921
H 2.051 1.087 -2.734
H 4.279 0.573 -1.632
H 3.280 1.549 -0.401
C 0.975 4.926 -5.359
C 0.065 5.183 -4.228
O -1.032 4.202 -4.449
S -0.388 2.926 -5.088
O -1.250 2.355 -6.078
O -0.008 2.047 -4.019
O 0.917 3.546 -5.680
H 2.016 5.148 -4.968
H 0.738 5.482 -6.230
H -0.361 6.208 -4.323
H 0.441 5.100 -3.228
C -5.343 -1.638 -3.370
C -4.047 -0.986 -2.917
O -3.878 -1.562 -1.615
S -4.103 -3.081 -1.711
O -4.558 -3.483 -0.423
O -2.917 -3.684 -2.258
O -5.290 -2.983 -2.691
H -5.366 -1.825 -4.451
H -6.308 -1.355 -2.953
H -4.116 0.077 -2.825
H -3.228 -1.321 -3.599
C -6.272 0.942 -0.786
C -5.548 2.137 -0.204
C -4.852 1.711 1.116
C -3.870 2.769 1.590
C -2.758 3.076 0.608
C -3.358 3.414 -0.707
N -4.458 2.495 -1.099
O -4.990 3.005 -2.314
C -3.762 4.909 -0.789
C -2.267 3.169 -1.793
C -6.554 3.334 -0.083
H -5.706 0.011 -0.785
H -6.579 1.140 -1.807
H -7.178 0.884 -0.151
H -5.665 1.553 1.825
H -4.411 0.710 1.024
H -3.439 2.600 2.535
H -4.450 3.656 1.719
H -2.109 2.160 0.610
H -2.212 4.007 0.902
H -2.871 5.558 -0.666
H -4.212 5.243 -1.737
H -4.499 5.314 -0.073
H -1.848 2.140 -1.842
H -2.672 3.429 -2.777
H -1.365 3.820 -1.625
H -7.414 3.114 0.558
H -6.898 3.479 -1.089
H -6.008 4.228 0.272
H -4.478 2.590 -3.020
C 0.355 -0.022 0.338
C 0.264 -1.085 -0.784
C -0.538 -0.484 -1.939
C -0.468 -1.304 -3.222
C 0.949 -1.465 -3.634
C 1.806 -2.213 -2.556
N 1.658 -1.446 -1.288
O 2.231 -2.276 -0.264
C 1.385 -3.739 -2.418
C 3.260 -2.124 -2.987
C -0.453 -2.277 -0.176
H 0.909 0.887 0.008
H 0.839 -0.365 1.211
H -0.644 0.324 0.457
H -1.547 -0.142 -1.574
H -0.030 0.479 -2.194
H -1.138 -0.698 -3.840
H -0.978 -2.246 -3.035
H 1.410 -0.487 -3.707
H 1.019 -1.933 -4.578
H 0.304 -3.904 -2.645
H 2.028 -4.409 -3.014
H 1.653 -3.942 -1.398
H 3.643 -1.130 -3.292
H 3.971 -2.451 -2.188
H 3.332 -2.748 -3.852
H -0.678 -3.043 -0.893
H -1.445 -1.847 0.184
H 0.160 -2.619 0.697
H 2.902 -1.681 0.224
C -0.176 7.118 -1.583
C 1.361 7.223 -1.389
C 1.756 8.288 -0.395
C 1.295 7.947 1.062
C 2.008 6.640 1.507
C 1.983 5.519 0.448
N 2.175 6.064 -0.974
O 1.972 4.993 -1.857
C 3.261 4.599 0.683
C 0.674 4.695 0.606
C 1.984 7.699 -2.714
H -0.463 6.037 -1.810
H -0.430 7.797 -2.361
H -0.830 7.389 -0.764
H 2.815 8.492 -0.413
H 1.394 9.283 -0.666
H 0.253 7.821 1.034
H 1.568 8.715 1.817
H 1.556 6.295 2.438
H 3.050 6.884 1.733
H 3.153 3.666 0.123
H 4.061 5.172 0.374
H 3.270 4.502 1.766
H 0.647 4.290 1.622
H -0.162 5.324 0.662
H 0.388 3.874 -0.035
H 1.547 8.697 -2.906
H 1.704 6.968 -3.429
H 3.038 7.721 -2.530
H 2.764 5.079 -2.360
C 0.011 -4.734 3.246
C -1.415 -5.291 3.472
C -1.477 -6.107 4.841
C -2.912 -6.593 5.113
C -3.911 -5.435 5.143
C -3.775 -4.527 3.853
N -2.341 -4.195 3.644
O -2.292 -3.385 2.467
C -4.506 -5.245 2.703
C -4.507 -3.240 4.204
C -1.730 -6.272 2.323
H 0.782 -5.457 3.564
H 0.047 -3.824 3.835
H 0.053 -4.580 2.143
H -0.781 -6.921 4.829
H -1.132 -5.460 5.647
H -2.974 -7.000 6.139
H -3.136 -7.392 4.464
H -3.760 -4.880 6.045
H -4.955 -5.807 5.267
H -4.340 -6.348 2.898
H -5.574 -4.960 2.633
H -4.099 -4.941 1.665
H -5.566 -3.460 4.413
H -3.939 -2.666 4.903
H -4.514 -2.680 3.281
H -1.662 -5.726 1.335
H -2.730 -6.613 2.294
H -0.998 -7.097 2.414
H -2.881 -3.905 1.902
O 4.750 -0.790 0.700
S 5.973 -0.329 1.322
O 6.064 -0.125 2.692
O 7.055 -1.471 1.031
C 6.807 -2.766 0.348
C 6.339 -3.910 1.270
C 6.605 1.056 0.415
H 7.755 -3.134 -0.022
H 6.124 -2.523 -0.526
H 6.257 -4.867 0.706
H 5.354 -3.665 1.680
H 6.995 -3.934 2.132
H 7.616 1.287 0.780
H 5.850 1.850 0.548
H 6.795 0.689 -0.628
O 3.859 -6.625 -2.117
S 2.963 -7.028 -1.040
O 2.677 -6.104 -0.037
O 1.637 -7.523 -1.666
C 0.366 -7.410 -0.840
C -0.755 -7.156 -1.854
C 3.580 -8.505 -0.309
H 0.440 -6.536 -0.202
H 0.242 -8.295 -0.295
H -0.842 -7.933 -2.603
H -0.511 -6.171 -2.225
H -1.780 -7.171 -1.425
H 4.091 -9.040 -1.075
H 2.696 -8.979 0.056
H 4.291 -8.204 0.456
O 2.067 2.541 5.978
S 2.178 2.196 4.588
O 3.027 2.960 3.727
O 2.706 0.707 4.488
C 2.384 -0.168 5.580
C 2.020 -1.507 5.171
C 0.517 2.125 3.786
H 1.544 0.210 6.225
H 3.250 -0.251 6.226
H 1.584 -2.111 5.972
H 2.829 -2.049 4.730
H 1.111 -1.436 4.467
H -0.057 1.407 4.451
H 0.738 1.801 2.779
H 0.118 3.146 3.825